Entry 1:
27
Properties=species:S:1:pos:R:3:lowdin_charge:R:1 method="wB97M-V/def2-TZVPD" smiles="C=CCC1=C(P(C)C)C(=O)C=CC1=O" gap_ev=6.53 e_homo_ev=-7.685
C -3.32673 -1.51961 -1.36862 -0.037
C -1.94231 -1.37912 -1.02735 -0.145
C -1.34724 -0.15120 -0.18943 -0.136
C 0.03646 -0.61722 0.41634 -0.112
C 1.13164 0.26969 0.55818 -0.249
P 1.10632 2.09743 0.10159 0.892
C 0.90412 2.37485 -1.75168 -0.330
C -0.38404 2.81190 1.06467 -0.305
C 2.47893 -0.30791 1.18649 -0.340
O 3.27127 0.40075 1.81809 0.037
C 2.82688 -1.84847 1.05582 0.017
C 1.74275 -2.72631 0.94177 0.015
C 0.28026 -2.11297 0.91873 -0.292
O -0.63354 -2.83614 1.34108 0.058
H -3.86008 -0.96048 -2.19489 0.052
H -3.96827 -2.23590 -0.75127 0.067
H -1.23157 -2.19819 -1.35139 0.107
H -2.07045 0.03001 0.67721 0.134
H -1.29246 0.78137 -0.82957 0.084
H 1.09617 3.49130 -1.92705 0.044
H -0.16310 2.19879 -2.12603 0.031
H 1.64905 1.81925 -2.39760 0.045
H -1.34469 2.74193 0.46965 0.031
H -0.49514 2.14153 1.98811 0.052
H -0.15370 3.84619 1.45967 0.035
H 3.88123 -2.26227 1.05250 0.123
H 1.80823 -3.84923 0.86495 0.121

=====

Entry 2:
20
Properties=species:S:1:pos:R:3:lowdin_charge:R:1 method="wB97M-V/def2-TZVPD" charge=-1 gap_ev="6.15 / 6.28" e_homo_ev="-2.121 / -2.226"
C 0.35343 -0.47806 -1.83771 -0.177
C 1.39199 0.95359 0.32434 -0.374
C 2.16732 -0.29133 -0.16050 -0.071
C 0.09765 0.72962 0.98163 -0.131
C 1.20057 -1.25862 -0.90329 -0.331
C -0.89556 0.30609 -0.06615 -0.339
C -2.35808 0.55657 0.35429 -0.063
N -0.59630 0.29211 -1.43463 0.062
N 0.23991 -1.85573 0.09100 -0.135
O 0.57794 -1.86725 1.30825 -0.263
O 1.84938 2.08077 0.05846 0.016
H 0.83964 -0.13092 -2.71811 0.084
H 2.83315 0.20257 -0.84648 0.105
H 2.42306 -0.92569 0.63212 0.083
H 0.14943 -0.06998 1.70423 0.085
H -0.25587 1.67850 1.46157 0.129
H 1.78710 -1.89501 -1.55676 0.109
H -2.90686 0.04150 -0.47485 0.078
H -2.45898 1.63593 0.39611 0.053
H -2.31458 0.10147 1.37198 0.081